Entry one
# CH3I2P

A molecular structure, CH3I2P (wB97M-V/def2-TZVPD, OMol25).

Calculated values
- HOMO-LUMO gap: 8.4 eV
- Charge: 0

Each line ends with the Löwdin charge.
Element x y z (Å)
C 0.305 -0.166 0.485  -1.486
P -0.901 0.895 -0.291  0.587
I 2.256 1.001 -0.084  0.496
I 0.552 -2.231 -0.091  0.622
H 0.367 -0.121 1.632  -0.015
H -2.128 -0.023 -0.132  -0.048
H -0.453 0.646 -1.519  -0.157

Entry two
# CH3I2P

A molecular structure, CH3I2P (wB97M-V/def2-TZVPD, OMol25).

Calculated values
- HOMO-LUMO gap: 8.7 eV
- Charge: 0

Each line ends with the Löwdin charge.
Element x y z (Å)
C -0.972 1.520 0.021  -1.042
P -0.419 0.351 -1.024  0.660
I 1.952 -3.067 1.305  0.342
I -3.165 1.418 0.235  0.544
H -0.622 2.465 0.605  0.004
H 2.246 -3.093 -0.279  -0.349
H 0.981 0.406 -0.864  -0.159

The data favor entry one; the next most stable structure lies 0.0228 hartree above it.

Entry one
# C19H23MnNP

A molecular structure, C19H23MnNP (wB97M-V/def2-TZVPD, OMol25).

Calculated values
- Spin multiplicity: 4
- HOMO-LUMO gap (spin up / spin down): 8.5 / 8.1 eV
- Charge: +1

Each line ends with the Löwdin charge.
Element x y z (Å)
C -1.482 -1.634 -3.793  -0.214
Mn -0.713 -0.206 -2.509  0.398
N 0.953 0.245 -3.836  0.032
H -1.929 -0.969 -1.580  0.041
H -2.430 -0.804 -2.251  0.120
H -2.469 -2.064 -3.582  0.000
H -0.731 -2.437 -3.772  0.016
H -1.500 -1.100 -4.753  0.003
H 1.852 -0.151 -3.551  0.063
H 1.136 1.234 -4.022  0.076
H 0.755 -0.171 -4.751  0.069
C 0.354 4.222 2.025  -0.063
C 0.969 4.016 0.783  -0.069
C 0.748 2.834 0.072  -0.099
C -0.071 1.827 0.619  -0.364
C -0.719 2.061 1.845  -0.083
C -0.501 3.248 2.549  -0.061
P -0.146 0.203 -0.231  1.026
C 1.495 -0.517 0.164  -0.360
C 2.168 -1.329 -0.775  -0.109
C 3.467 -1.760 -0.517  -0.074
C 4.094 -1.434 0.694  -0.059
C 3.414 -0.667 1.647  -0.054
C 2.121 -0.207 1.378  -0.077
C -1.395 -0.687 0.771  -0.407
C -1.067 -1.810 1.538  -0.069
C -2.063 -2.452 2.276  -0.060
C -3.389 -2.003 2.215  -0.060
C -3.722 -0.895 1.426  -0.065
C -2.727 -0.229 0.713  -0.144
H 0.539 5.141 2.584  0.113
H 1.629 4.781 0.366  0.112
H 1.227 2.678 -0.898  0.100
H -1.387 1.309 2.268  0.103
H -0.998 3.399 3.508  0.114
H 1.666 -1.632 -1.702  0.083
H 3.999 -2.359 -1.261  0.112
H 5.110 -1.777 0.896  0.115
H 3.883 -0.417 2.599  0.115
H 1.604 0.407 2.119  0.115
H -0.038 -2.168 1.571  0.106
H -1.801 -3.308 2.899  0.113
H -4.168 -2.517 2.784  0.114
H -4.756 -0.547 1.363  0.115
H -2.981 0.645 0.108  0.115

Entry two
# C19H23MnNP

A molecular structure, C19H23MnNP (wB97M-V/def2-TZVPD, OMol25).

Calculated values
- Spin multiplicity: 4
- HOMO-LUMO gap (spin up / spin down): 7.9 / 7.6 eV
- Charge: +1

Each line ends with the Löwdin charge.
Element x y z (Å)
C -1.429 -1.043 -1.517  -0.087
Mn 0.197 2.077 0.181  0.478
N 1.784 1.450 -1.429  0.004
H -1.236 1.189 0.295  -0.008
H -1.897 -0.708 -0.592  -0.028
H -1.920 -1.845 -2.175  0.057
H -0.382 -1.301 -1.200  0.007
H -1.131 -0.114 -2.057  -0.008
H 2.575 0.994 -0.922  0.053
H 2.034 2.439 -1.691  0.070
H 1.595 0.911 -2.302  0.075
C 1.011 5.289 4.229  -0.053
C 1.600 4.993 2.977  -0.068
C 1.394 3.745 2.368  -0.116
C 0.570 2.751 2.975  -0.382
C -0.051 3.100 4.197  -0.070
C 0.152 4.335 4.820  -0.053
P 0.505 1.132 2.226  0.948
C 2.125 0.421 2.572  -0.353
C 2.791 -0.415 1.633  -0.106
C 4.087 -0.836 1.877  -0.079
C 4.777 -0.480 3.058  -0.043
C 4.086 0.309 4.003  -0.061
C 2.797 0.769 3.764  -0.075
C -0.718 0.241 3.184  -0.376
C -0.414 -0.932 3.884  -0.072
C -1.401 -1.600 4.621  -0.061
C -2.734 -1.117 4.634  -0.055
C -3.057 0.030 3.869  -0.064
C -2.050 0.706 3.165  -0.122
H 1.172 6.266 4.744  0.124
H 2.240 5.784 2.544  0.118
H 1.888 3.604 1.401  0.089
H -0.711 2.389 4.681  0.103
H -0.328 4.556 5.782  0.117
H 2.272 -0.729 0.732  0.093
H 4.602 -1.445 1.126  0.112
H 5.793 -0.831 3.208  0.110
H 4.627 0.551 4.925  0.116
H 2.311 1.375 4.532  0.116
H 0.610 -1.307 3.866  0.105
H -1.142 -2.473 5.230  0.111
H -3.519 -1.643 5.226  0.120
H -4.097 0.383 3.863  0.114
H -2.332 1.586 2.577  0.100

The data favor entry one; the next most stable structure lies 0.0150 hartree above it.

Entry one
# C3H12N2

2 unconnected molecules or ions with the total composition C3H12N2 (wB97M-V/def2-TZVPD, OMol25).

Calculated values
- HOMO-LUMO gap: 12.4 eV
- Charge: +2

Each line ends with the Löwdin charge.
Element x y z (Å)
C 0.656 0.362 -0.834  0.092
C -0.076 0.263 0.402  -0.175
C -0.107 -1.350 0.447  -0.090
N -1.481 -1.838 0.813  0.217
N 1.067 2.351 -0.796  0.181
H 0.219 0.525 -1.799  0.127
H 1.701 0.088 -0.807  0.132
H -1.039 0.805 0.304  0.141
H 0.261 0.678 1.343  0.140
H 0.162 -1.909 -0.455  0.146
H 0.676 -1.652 1.134  0.149
H -2.077 -2.184 0.052  0.193
H -1.458 -2.497 1.599  0.195
H -1.998 -0.969 1.035  0.173
H 1.290 2.570 -1.769  0.125
H 1.905 2.538 -0.255  0.127
H 0.299 2.996 -0.617  0.129

Entry two
# C3H12N2

A gas-phase ion, C3H12N2 (charge +2) (wB97M-V/def2-TZVPD, OMol25).

Calculated values
- HOMO-LUMO gap: 14.0 eV
- SMILES string: [NH3+]CCC[NH3+]
- Charge: +2

Each line ends with the Löwdin charge.
Element x y z (Å)
N 1.000 -1.330 1.582  0.172
C -0.266 -1.266 0.864  -0.163
C -0.474 0.170 0.269  -0.143
C -0.123 0.234 -1.244  -0.044
N -0.266 1.824 -1.600  0.181
H 1.736 -0.743 1.051  0.213
H 1.305 -2.272 1.732  0.170
H 0.736 -0.934 2.543  0.222
H -0.349 -2.092 0.213  0.129
H -1.095 -1.277 1.669  0.176
H 0.442 0.640 0.808  0.139
H -1.390 0.651 0.678  0.146
H 0.845 -0.065 -1.585  0.123
H -0.885 -0.119 -1.985  0.150
H -0.562 2.303 -0.688  0.185
H 0.467 2.273 -2.196  0.192
H -1.122 2.002 -2.111  0.152

The data favor entry two; the next most stable structure lies 0.0252 hartree above it.

Entry one
# C3H3F3O

2 unconnected molecules or ions with the total composition C3H3F3O (wB97M-V/def2-TZVPD, OMol25).

Calculated values
- HOMO-LUMO gap: 11.6 eV
- Charge: 0

Each line ends with the Löwdin charge.
Element x y z (Å)
C -0.966 1.572 0.272  -0.542
C -4.425 -0.642 0.369  -0.095
C -0.626 0.154 -0.008  0.008
O -2.044 1.963 0.561  0.146
F 0.130 2.351 0.271  0.091
F -3.658 -1.565 -0.075  0.063
F -4.387 0.202 -0.631  0.044
H -1.623 -0.323 0.128  0.059
H 0.047 -0.085 0.815  0.090
H -0.204 -0.132 -1.067  0.138

Entry two
# C3H3F3O

2 unconnected molecules or ions with the total composition C3H3F3O (wB97M-V/def2-TZVPD, OMol25).

Calculated values
- HOMO-LUMO gap: 9.6 eV
- Charge: 0

Each line ends with the Löwdin charge.
Element x y z (Å)
C -0.585 -0.321 -0.208  -0.006
C -0.571 0.856 0.420  -0.504
C 1.130 -1.493 -1.048  -0.195
O -0.594 0.927 1.719  0.103
F -0.375 2.044 -0.153  0.111
F 1.757 -1.426 0.061  0.090
F 1.629 -0.560 -1.836  0.040
H -0.726 -1.315 0.327  0.113
H -0.506 -0.412 -1.326  0.077
H -1.158 1.701 2.044  0.172

The data favor entry one; the next most stable structure lies 0.0598 hartree above it.

Entry one
# C3H3F3O

A single C3H3F3O molecule (wB97M-V/def2-TZVPD, OMol25).

Calculated values
- HOMO-LUMO gap (spin up / spin down): 7.2 / 8.0 eV
- Charge: 0

Each line ends with the Löwdin charge.
Element x y z (Å)
C -0.876 0.139 0.086  -0.082
C 0.575 -0.307 0.180  -0.308
C 3.049 0.634 0.669  -0.091
O 1.638 0.273 0.338  0.084
F 0.694 -1.577 -0.235  0.110
F 3.816 -0.381 0.232  -0.024
F -0.852 1.354 0.724  -0.034
H -1.498 -0.534 0.639  0.121
H -1.238 0.450 -0.967  0.168
H 3.184 1.581 0.258  0.055

Entry two
# C3H3F3O

A single C3H3F3O molecule (wB97M-V/def2-TZVPD, OMol25).

Calculated values
- HOMO-LUMO gap: 12.0 eV
- SMILES string: F[C@H]1COC1(F)F
- Charge: 0

Each line ends with the Löwdin charge.
Element x y z (Å)
F 1.255 1.331 1.055  -0.012
C 0.157 1.177 0.187  -0.066
C -0.367 -0.369 0.104  -0.121
O -1.561 -0.163 0.785  -0.016
C -1.267 1.353 0.928  -0.470
F -2.101 2.042 0.155  0.153
F -1.324 1.761 2.161  0.199
H 0.328 1.892 -0.496  0.105
H -0.525 -0.945 -0.770  0.106
H 0.375 -0.899 0.717  0.122

The data favor entry two; the next most stable structure lies 0.1252 hartree above it.